The following is a DFT calculation (wB97M-V/def2-TZVPD) of a molecular structure, C38H96As2F18N7O10S2Ti2.

Each line ends with the Mulliken spin population.
Element x y z (Å)
Ti -15.8694 -10.2226 -16.0975  2.9930
Ti -19.0379 -7.4594 -17.3034  3.0884
C -17.1532 -7.8854 -13.0874  -0.0264
F -16.1103 -7.7181 -13.8430  -0.0014
F -16.7389 -8.2620 -11.8621  0.0035
F -17.7612 -6.7406 -12.9588  -0.0007
S -18.3750 -9.2503 -13.9103  -0.0285
O -19.2907 -9.6464 -12.8432  0.0026
O -19.0281 -8.6433 -15.1061  -0.0403
N -17.2515 -10.4426 -14.3081  -0.0078
S -17.6255 -11.7474 -13.5287  -0.0224
O -17.3368 -11.6718 -12.0883  0.0127
O -18.9209 -12.4154 -13.8338  0.0030
C -16.3906 -12.9667 -14.2956  0.0505
F -16.4192 -12.9815 -15.6585  0.0387
F -15.1357 -12.6787 -13.8212  0.0078
F -16.6697 -14.2291 -13.8500  -0.0006
C -20.9450 -10.7862 -10.1149  -0.0008
C -21.3410 -9.7948 -9.0294  0.0004
N -22.9187 -9.6695 -8.7597  -0.0001
C -23.2626 -11.1134 -8.1800  0.0001
C -23.2090 -8.5603 -7.6420  0.0003
C -22.7079 -8.9747 -6.1846  -0.0001
C -23.7061 -9.3622 -10.1027  0.0001
C -23.6157 -7.9546 -10.6772  0.0001
O -22.2686 -7.5551 -10.9912  -0.0003
C -21.8731 -7.6020 -12.3537  0.0020
H -21.3255 -11.8005 -9.9940  0.0000
H -19.8645 -10.7830 -10.2586  0.0003
H -21.3010 -10.3952 -11.0680  0.0006
H -20.9417 -8.7928 -9.1861  -0.0003
H -20.7862 -10.0681 -8.1318  -0.0004
H -22.6705 -11.4798 -7.3414  -0.0001
H -23.2419 -11.7544 -9.0613  0.0000
H -24.2847 -10.9833 -7.8245  0.0000
H -24.2757 -8.3411 -7.5946  0.0000
H -22.6508 -7.7130 -8.0402  -0.0001
H -23.4096 -9.6499 -5.6950  0.0000
H -22.6958 -8.1390 -5.4848  0.0000
H -21.6758 -9.3242 -6.2118  0.0001
H -24.7579 -9.5099 -9.8576  0.0000
H -23.4637 -10.1912 -10.7676  0.0000
H -23.8717 -7.1954 -9.9381  0.0000
H -24.3528 -7.7959 -11.4643  0.0000
H -22.3482 -6.7851 -12.8968  -0.0001
H -22.1347 -8.5970 -12.7138  -0.0004
H -20.8086 -7.6138 -12.5878  -0.0010
C -12.3859 -17.0990 -17.0714  -0.0001
C -11.9251 -16.7959 -15.5710  0.0011
N -12.9009 -17.3938 -14.5087  -0.0009
C -14.3950 -16.9265 -14.7366  0.0010
C -12.9725 -18.9961 -14.5553  0.0001
C -11.5781 -19.7195 -14.6121  0.0001
C -12.4262 -16.7964 -13.1719  0.0011
C -13.3254 -17.1714 -11.9309  0.0004
O -13.2060 -18.5411 -11.5461  0.0000
C -13.7461 -18.8192 -10.2720  0.0001
H -11.7251 -16.7580 -17.8684  0.0000
H -13.3918 -16.7680 -17.3295  0.0001
H -12.4003 -18.1785 -17.2215  0.0000
H -11.9711 -15.7153 -15.4353  -0.0008
H -10.9362 -17.1929 -15.3418  0.0000
H -14.9738 -17.6125 -14.1181  0.0003
H -14.5815 -17.0575 -15.8025  -0.0001
H -14.5197 -15.8534 -14.5913  -0.0010
H -13.5307 -19.2716 -15.4501  -0.0001
H -13.5882 -19.3724 -13.7384  -0.0001
H -10.8792 -19.4205 -15.3932  0.0000
H -11.7809 -20.7819 -14.7475  0.0000
H -11.0474 -19.5281 -13.6794  0.0000
H -12.4772 -15.7231 -13.3553  -0.0012
H -11.3957 -17.1359 -13.0675  0.0002
H -14.3299 -16.7661 -12.0520  -0.0002
H -12.8248 -16.5367 -11.1997  0.0000
H -13.4310 -18.2013 -9.4312  0.0000
H -13.5648 -19.8314 -9.9106  0.0000
H -14.8321 -18.7537 -10.3382  0.0000
C -17.9893 -11.6642 -5.0334  -0.0004
C -16.5186 -11.5689 -5.4606  0.0002
N -16.0347 -12.4587 -6.5873  0.0003
C -14.6208 -11.7945 -6.7999  0.0000
C -15.9520 -13.9454 -6.1375  0.0000
C -14.9213 -14.8139 -6.9234  0.0001
C -16.8654 -12.3556 -7.9300  0.0000
C -16.5863 -11.1433 -8.7640  -0.0005
O -16.7945 -9.9078 -8.0406  0.0001
C -16.8082 -8.6783 -8.6648  -0.0005
H -18.5460 -11.3083 -5.9004  0.0003
H -18.2149 -11.0434 -4.1664  0.0000
H -18.3467 -12.6646 -4.7893  0.0000
H -15.9145 -11.6629 -4.5582  0.0000
H -16.4824 -10.5275 -5.7805  0.0000
H -14.1310 -12.2171 -7.6771  -0.0001
H -13.9793 -12.1158 -5.9794  0.0000
H -14.6040 -10.7046 -6.8062  0.0001
H -17.0024 -14.2362 -6.1358  -0.0001
H -15.5804 -13.7862 -5.1252  -0.0001
H -13.9331 -14.3585 -6.9890  0.0000
H -15.2308 -15.1915 -7.8979  0.0000
H -14.5818 -15.7132 -6.4094  0.0000
H -17.9429 -12.4274 -7.7814  -0.0002
H -16.6921 -13.2412 -8.5414  0.0001
H -17.2672 -11.3019 -9.6003  0.0004
H -15.5683 -11.1477 -9.1537  -0.0002
H -17.5436 -8.5116 -9.4519  0.0000
H -15.8391 -8.6571 -9.1631  0.0003
H -16.8750 -7.9217 -7.8831  0.0001
C -24.0839 -17.6913 -10.9404  0.0000
C -22.9420 -17.5049 -11.9098  0.0000
C -21.8311 -16.5804 -11.3742  0.0001
O -20.7864 -16.3764 -12.3326  0.0000
C -20.2444 -15.0733 -12.4116  0.0004
N -22.2713 -18.8135 -12.2006  0.0000
H -21.2632 -18.7663 -12.2414  0.0000
H -22.4353 -19.5368 -11.5150  0.0000
H -22.5401 -19.2041 -13.0924  0.0000
H -24.7553 -18.5167 -11.1769  0.0000
H -24.6833 -16.7811 -10.9241  0.0000
H -23.8004 -17.7153 -9.8882  0.0000
H -23.2988 -17.1254 -12.8673  0.0000
H -21.2987 -16.9403 -10.4938  0.0000
H -22.2577 -15.5958 -11.1829  -0.0001
H -19.8979 -14.6656 -11.4619  0.0000
H -20.8709 -14.2790 -12.8174  -0.0001
H -19.2639 -15.0716 -12.8876  0.0004
C -17.3804 -2.0707 -16.4672  -0.0008
C -17.9467 -3.3239 -15.6936  -0.0054
C -18.6490 -4.3334 -16.5195  0.0108
O -19.1218 -5.4887 -15.8668  -0.0133
C -20.3762 -5.2535 -15.1847  0.0058
N -16.7980 -3.9838 -14.9173  0.0032
H -17.1657 -4.6479 -14.2511  0.0012
H -16.1718 -4.4866 -15.5298  0.0023
H -16.2561 -3.3793 -14.3164  0.0002
H -18.2613 -1.5043 -16.7695  0.0003
H -16.7401 -2.5041 -17.2355  -0.0001
H -16.5648 -1.5501 -15.9652  0.0001
H -18.6182 -2.9482 -14.9216  -0.0002
H -17.9503 -4.6861 -17.2781  0.0106
H -19.4563 -3.8768 -17.0922  -0.0275
H -20.3121 -4.5957 -14.3180  0.0057
H -20.8586 -6.2089 -14.9784  0.0088
H -21.1277 -4.7582 -15.7996  -0.0118
C -10.4794 -7.2384 -16.4362  -0.0002
C -11.4951 -7.1661 -15.2859  0.0024
C -12.0131 -8.4180 -14.5876  0.0065
O -12.7170 -8.0441 -13.4219  0.0032
C -13.3515 -9.2027 -12.8851  -0.1483
N -10.8606 -6.1630 -14.2732  0.0003
H -11.5321 -5.8874 -13.5708  0.0000
H -10.0518 -6.5898 -13.8445  -0.0001
H -10.5652 -5.2587 -14.6124  0.0000
H -9.5232 -7.7085 -16.2065  0.0000
H -10.2525 -6.2247 -16.7664  0.0000
H -10.8896 -7.7669 -17.2966  0.0000
H -12.4092 -6.6089 -15.4908  0.0019
H -11.2529 -9.1756 -14.3971  0.0009
H -12.6955 -8.8261 -15.3332  0.0084
H -13.8920 -8.9272 -11.9796  0.0022
H -12.5973 -9.9544 -12.6523  0.0011
H -14.0645 -9.6234 -13.5943  0.1649
As -15.2428 -6.9442 -17.2706  0.0090
F -14.6646 -8.5420 -16.7538  -0.0572
F -15.9223 -7.6324 -18.8099  0.0082
F -15.7259 -5.2564 -17.7652  0.0012
F -14.7661 -6.2648 -15.6941  0.0003
F -13.6050 -6.6709 -18.0197  0.0002
F -16.8944 -7.1478 -16.5205  -0.0788
As -12.4995 -12.4002 -16.7019  -0.0036
F -13.6290 -13.7669 -17.2253  0.0021
F -11.0915 -13.3812 -17.1923  -0.0001
F -11.4418 -11.0437 -16.1815  -0.0021
F -13.8863 -11.3589 -16.0932  0.0160
F -12.4705 -13.1362 -15.0414  -0.0016
F -12.6490 -11.5055 -18.2566  0.0002

As for the multiplicity: 7. Its orbital gap (spin up / spin down) is 5.21 / 9.05 eV. Its expectation value of S² is 12.002. The total charge is +5.

The following is a DFT calculation (wB97M-V/def2-TZVPD) of a molecular structure, C39H101AgF3N8O11Pd.

Each line ends with the Mulliken spin population.
Element x y z (Å)
Pd -1.6069 3.4682 1.2018  1.3001
Ag -0.9131 3.1014 -2.5476  0.0102
C -1.6332 2.5441 4.4416  0.0070
O -0.7109 3.5898 4.7931  0.0165
O -1.9031 2.5686 3.1494  0.1424
C -1.0226 1.2575 5.0286  0.0029
F -0.4615 1.4540 6.2181  0.0012
F -1.9836 0.3184 5.1440  -0.0002
F -0.0957 0.6995 4.2186  0.0019
C -1.1431 4.5413 5.7339  0.0016
C 0.0517 5.4207 6.0923  -0.0014
H 0.3606 6.0264 5.2370  0.0004
H -0.1346 6.0727 6.9415  -0.0001
H 0.8804 4.7457 6.3189  -0.0002
H -1.5116 4.1037 6.6664  -0.0012
H -1.9277 5.1767 5.3032  0.0002
H -2.5617 2.6716 5.0316  0.0095
C -0.3663 -0.2843 -0.9654  0.0710
C -0.5615 0.5528 0.3172  0.0544
C 0.5145 0.2795 1.3414  -0.0280
O -0.7593 1.8962 0.0033  0.2736
H -0.3820 -1.3457 -0.7183  -0.0209
H 0.5757 0.0213 -1.4239  0.0021
H -1.2671 -0.1320 -1.5609  -0.0032
H -1.5299 0.1840 0.7067  0.0027
H 0.7251 -0.7874 1.3945  -0.0051
H 0.2577 0.6633 2.3210  -0.0016
H 1.4274 0.7886 0.9990  0.0140
C -5.5754 2.8454 -3.4087  0.0003
C -5.9445 1.6620 -4.2930  -0.0001
C -5.7791 0.2597 -3.7306  -0.0001
O -4.6266 0.0159 -2.9392  -0.0007
C -4.8905 -0.6617 -1.7247  0.0006
N -7.4039 1.7604 -4.6200  0.0000
H -4.5424 2.9041 -3.0478  -0.0003
H -6.2118 2.8963 -2.5211  0.0000
H -5.6977 3.7797 -3.9607  0.0000
H -5.4818 1.7851 -5.2784  0.0000
H -5.8472 -0.4859 -4.5352  0.0000
H -6.7065 0.0216 -3.1927  0.0000
H -3.9068 -0.8582 -1.2949  -0.0005
H -5.4156 -1.6113 -1.8544  0.0000
H -5.4452 -0.0308 -1.0226  0.0000
H -7.8493 2.2588 -3.8548  0.0000
H -7.5552 2.3458 -5.4329  0.0000
C -2.4434 0.1833 -5.7908  0.0001
C -1.6319 1.2026 -5.0244  -0.0008
C -1.5245 2.5281 -5.7717  -0.0001
O -1.0377 3.5746 -4.9432  0.0005
C -0.9551 4.8074 -5.6321  -0.0001
N -2.1618 1.4027 -3.6267  0.0014
H -2.2633 0.2206 -6.8696  0.0001
H -3.5093 0.3852 -5.6613  -0.0001
H -2.2300 -0.8439 -5.5000  -0.0001
H -0.6062 0.8431 -4.8925  0.0005
H -2.4884 2.8150 -6.2101  0.0000
H -0.7729 2.3693 -6.5564  0.0000
H -0.3729 5.4956 -5.0211  0.0001
H -1.9312 5.2318 -5.8740  0.0000
H -0.3772 4.6845 -6.5566  0.0000
H -3.1589 1.2036 -3.7054  -0.0011
H -1.7534 0.5854 -3.1802  -0.0026
C -5.2740 -4.0983 1.6260  0.0000
C -4.4768 -3.2633 0.6592  0.0004
C -3.0744 -3.0057 1.1883  -0.0024
O -3.0833 -2.4268 2.4693  0.0000
C -1.7990 -2.1788 2.9607  0.0003
N -4.3043 -4.0635 -0.6032  0.0000
H -5.1707 -3.7144 2.6416  0.0000
H -4.8948 -5.1219 1.6473  0.0000
H -6.3368 -4.1043 1.3889  0.0000
H -4.9148 -2.2982 0.4016  0.0000
H -2.5265 -2.3362 0.4900  -0.0002
H -2.4384 -3.9060 1.1941  0.0001
H -1.1465 -1.8032 2.1469  0.0000
H -1.3149 -3.0862 3.3379  0.0000
H -1.7635 -1.3504 3.6632  0.0000
H -3.7790 -4.8396 -0.1860  0.0000
H -3.6018 -3.6433 -1.2132  0.0000
C 0.1178 -4.9937 -0.4242  -0.0002
C -0.2416 -6.4293 -0.7544  0.0001
C -1.7426 -6.5240 -1.0149  0.0000
O -2.5026 -6.4616 0.1896  0.0000
C -2.7419 -7.7387 0.7214  0.0000
N 0.4883 -6.9090 -1.9161  0.0000
H 0.0439 -4.3017 -1.2637  0.0000
H 1.1453 -4.9263 -0.0396  0.0000
H -0.4151 -4.5980 0.4486  -0.0002
H -0.0916 -7.0802 0.1099  0.0000
H -1.9933 -7.4314 -1.5743  0.0000
H -2.1329 -5.7006 -1.6246  0.0001
H -2.9801 -7.7061 1.7860  0.0000
H -1.9178 -8.4506 0.6087  0.0000
H -3.6218 -8.2003 0.2519  0.0000
H 1.4527 -7.1576 -1.7363  0.0000
H 0.5549 -6.1638 -2.6021  0.0000
C 2.7401 4.0868 -3.8328  -0.0001
C 2.1542 2.7569 -3.3840  0.0003
C 3.1503 1.6232 -3.2928  -0.0004
O 2.5236 0.3894 -3.0786  -0.0010
C 2.1846 -0.3059 -4.2737  0.0000
N 1.3978 2.9170 -2.0991  0.0018
H 3.4787 4.4346 -3.1038  0.0000
H 1.9548 4.8088 -4.0349  -0.0001
H 3.3446 3.9138 -4.7264  0.0000
H 1.4564 2.4246 -4.1637  0.0001
H 3.9418 1.7889 -2.5516  0.0001
H 3.7221 1.6041 -4.2343  0.0002
H 1.5520 -1.1283 -3.9546  -0.0002
H 3.1156 -0.6086 -4.7557  0.0001
H 1.6310 0.3215 -4.9803  0.0002
H 1.8857 3.6573 -1.6006  0.0009
H 1.5825 2.0701 -1.5627  -0.0014
C 4.3850 0.6674 0.5794  -0.0016
C 4.5988 -0.5650 -0.3215  -0.0003
C 5.5232 -1.5643 0.3324  0.0001
O 6.8099 -1.0417 0.5429  0.0000
C 7.6051 -1.0642 -0.6071  0.0000
N 3.3167 -1.1155 -0.7596  0.0001
H 5.3046 1.2456 0.7027  0.0001
H 3.9315 0.4096 1.5397  0.0002
H 3.6920 1.3815 0.1119  0.0007
H 5.0188 -0.1268 -1.2340  0.0000
H 5.5634 -2.4651 -0.2980  0.0000
H 5.0770 -1.9072 1.2697  -0.0001
H 8.5451 -0.5473 -0.4160  0.0000
H 7.1199 -0.5884 -1.4656  0.0000
H 7.9027 -2.0774 -0.9117  0.0000
H 2.6528 -1.1990 0.0048  -0.0004
H 2.8777 -0.5216 -1.4570  -0.0001
C 1.7746 5.1287 0.6863  0.0006
C 1.3800 4.0834 1.7100  -0.0329
C 2.4265 3.7852 2.7548  0.0106
O 2.8650 4.9474 3.3874  0.0004
C 3.9583 4.7268 4.2687  0.0002
N 0.0760 4.4114 2.3283  0.1726
H 2.2134 6.0301 1.1239  -0.0023
H 0.9129 5.4793 0.1135  0.0021
H 2.5597 4.7569 0.0245  0.0001
H 1.2469 3.1587 1.1398  0.0047
H 3.2641 3.2499 2.2726  0.0027
H 2.0296 3.0746 3.4981  0.0013
H 3.7227 3.9112 4.9607  0.0000
H 4.0525 5.6220 4.8773  0.0000
H 4.8460 4.5365 3.6637  0.0001
H -0.0075 5.3851 2.6140  0.0059
H -0.0230 3.9211 3.2269  -0.0102
C 2.7354 -1.4680 3.4393  -0.0002
C 3.2661 -1.9876 4.7657  0.0002
C 3.3889 -3.4907 4.7487  -0.0001
O 2.1868 -4.1073 4.3778  0.0000
C 2.3131 -5.0754 3.3697  -0.0001
N 4.6193 -1.4186 4.9593  0.0000
H 3.2547 -1.8291 2.5518  0.0001
H 2.6814 -0.3768 3.4604  -0.0001
H 1.7018 -1.8238 3.3647  0.0001
H 2.6100 -1.6210 5.5622  0.0000
H 3.7044 -3.8215 5.7498  0.0000
H 4.2159 -3.7833 4.0906  0.0000
H 1.3222 -5.4958 3.1992  0.0000
H 3.0070 -5.8898 3.6045  0.0000
H 2.6395 -4.6228 2.4210  0.0000
H 4.4985 -0.4218 5.0872  0.0000
H 5.0747 -1.8089 5.7763  0.0000

As for the multiplicity: 3. Its orbital gap (spin up / spin down) is 7.55 / 6.57 eV. The value obtained for the relative energy (zero: lowest compared OMol25 entry of this formula, charge and spin) is 0.000 eV. Its expectation value of S² is 2.009. The total charge is +1.

Number 1: energy -310311.83734 eV. Number 2: energy -92143.56885 eV.